# 1
This record from the Open Molecules 2025 dataset describes 2 unconnected molecules or ions with the total composition H7NO3Si2 in a non-equilibrium geometry. The level of theory is ωB97M-V/def2-TZVPD.

Element x y z (Å)
N: -1.70 -1.21 -0.48
O: 3.09 0.62 0.27
O: -1.85 1.65 -0.23
O: 0.45 0.45 -0.24
Si: 1.88 -0.26 -0.33
Si: -1.09 0.28 0.14
H: -1.06 -1.85 -1.00
H: -2.54 -1.16 -0.98
H: 2.98 1.10 1.03
H: -2.31 1.93 0.61
H: 1.73 -1.52 0.67
H: 1.97 -0.70 -1.81
H: -1.54 0.67 2.36

For the energy relative to the best compared isomer or geometry (same formula, charge and spin), the calculation gives 54.4 kcal/mol. For the lowest unoccupied orbital energy, the calculation gives 0.6 eV.

# 2
This record from the Open Molecules 2025 dataset describes 12 unconnected molecules or ions with the total composition C60H70Cl7N10 in a non-equilibrium geometry. The level of theory is ωB97M-V/def2-TZVPD.

Element x y z (Å)
C: 9.57 25.41 5.89
N: 10.22 24.75 4.81
C: 11.48 25.04 4.47
C: 12.13 24.23 3.57
C: 11.53 23.07 3.04
C: 10.22 22.92 3.39
C: 9.58 23.71 4.30
C: 12.29 22.04 2.20
C: 12.14 20.66 2.44
C: 12.85 19.75 1.61
N: 13.68 20.16 0.63
C: 13.90 21.46 0.43
C: 13.20 22.39 1.21
C: 14.38 19.13 -0.15
H: 8.49 25.28 5.81
H: 9.77 26.48 5.92
H: 9.81 24.81 6.77
H: 11.94 25.86 4.99
H: 13.12 24.56 3.31
H: 9.68 22.07 2.99
H: 8.65 23.47 4.79
H: 11.44 20.26 3.15
H: 12.67 18.69 1.53
H: 14.72 21.68 -0.23
H: 13.40 23.44 1.07
H: 14.77 19.57 -1.07
H: 13.71 18.33 -0.45
H: 15.10 18.87 0.63
C: 17.96 -15.21 -2.16
N: 18.54 -13.88 -2.46
C: 17.85 -12.75 -2.24
C: 18.37 -11.49 -2.58
C: 19.67 -11.37 -3.02
C: 20.35 -12.55 -3.19
C: 19.79 -13.82 -2.93
C: 20.35 -10.16 -3.56
C: 21.53 -9.63 -3.03
C: 22.15 -8.54 -3.69
N: 21.63 -8.05 -4.82
C: 20.45 -8.58 -5.32
C: 19.83 -9.65 -4.71
C: 22.23 -6.81 -5.40
H: 16.92 -15.11 -1.85
H: 18.62 -15.66 -1.42
H: 18.04 -15.79 -3.08
H: 16.90 -12.86 -1.74
H: 17.73 -10.69 -2.25
H: 21.33 -12.53 -3.64
H: 20.33 -14.71 -3.20
H: 21.95 -10.09 -2.15
H: 22.98 -7.99 -3.27
H: 19.98 -8.12 -6.18
H: 18.90 -9.98 -5.14
H: 22.00 -6.76 -6.46
H: 23.27 -6.75 -5.10
H: 21.70 -5.98 -4.93
C: 20.62 11.19 -0.64
N: 21.07 9.83 -0.82
C: 21.64 9.24 0.22
C: 22.03 7.91 0.15
C: 21.84 7.11 -0.96
C: 21.14 7.75 -2.03
C: 20.83 9.11 -1.95
C: 22.21 5.71 -1.04
C: 21.35 4.64 -1.39
C: 21.71 3.30 -1.13
N: 22.87 3.02 -0.63
C: 23.68 4.00 -0.19
C: 23.39 5.33 -0.41
C: 23.29 1.61 -0.62
H: 20.24 11.64 -1.56
H: 21.32 11.77 -0.04
H: 19.67 11.13 -0.11
H: 21.77 9.83 1.11
H: 22.45 7.50 1.06
H: 20.79 7.24 -2.91
H: 20.38 9.60 -2.80
H: 20.42 4.90 -1.89
H: 21.00 2.51 -1.33
H: 24.60 3.64 0.24
H: 24.08 6.05 -0.01
H: 22.96 1.21 -1.57
H: 22.80 1.04 0.17
H: 24.37 1.54 -0.72
C: 16.15 -1.52 4.51
N: 16.75 -2.87 4.47
C: 17.73 -3.07 3.55
C: 18.38 -4.34 3.56
C: 17.85 -5.43 4.28
C: 16.84 -5.10 5.22
C: 16.36 -3.83 5.30
C: 18.34 -6.85 4.08
C: 19.58 -7.10 3.56
C: 20.16 -8.38 3.61
N: 19.32 -9.45 3.96
C: 18.04 -9.24 4.31
C: 17.51 -7.99 4.40
C: 19.89 -10.82 3.96
H: 16.91 -1.01 3.91
H: 15.99 -1.15 5.52
H: 15.20 -1.61 4.00
H: 18.12 -2.32 2.87
H: 19.20 -4.36 2.85
H: 16.47 -5.90 5.85
H: 15.55 -3.56 5.96
H: 20.19 -6.29 3.17
H: 21.19 -8.52 3.31
H: 17.48 -10.10 4.65
H: 16.51 -7.87 4.79
H: 19.55 -11.34 4.86
H: 20.95 -10.98 3.78
H: 19.40 -11.17 3.05
C: 18.17 7.50 5.11
N: 17.32 7.78 3.92
C: 16.85 9.03 3.75
C: 16.20 9.34 2.54
C: 16.04 8.44 1.49
C: 16.61 7.16 1.71
C: 17.10 6.83 3.00
C: 15.31 8.80 0.22
C: 15.49 8.14 -1.08
C: 14.67 8.59 -2.13
N: 13.75 9.52 -1.96
C: 13.56 10.14 -0.79
C: 14.36 9.79 0.28
C: 12.71 9.79 -2.97
H: 18.14 8.38 5.75
H: 19.19 7.39 4.74
H: 17.82 6.63 5.66
H: 17.06 9.81 4.46
H: 15.92 10.37 2.36
H: 16.50 6.40 0.95
H: 17.45 5.82 3.17
H: 16.19 7.33 -1.28
H: 14.81 8.19 -3.12
H: 12.77 10.87 -0.85
H: 14.06 10.30 1.18
H: 12.13 10.67 -2.71
H: 12.20 8.84 -3.14
H: 13.26 10.17 -3.83
Cl: 21.54 5.72 -7.17
Cl: 19.12 -3.48 -2.35
Cl: 16.74 12.92 -6.45
Cl: 16.45 15.33 3.85
Cl: 29.34 5.39 1.75
Cl: 20.90 18.89 -0.24
Cl: 23.41 10.55 5.77

For the lowest unoccupied orbital energy, the calculation gives -7.9 eV. As for the net charge: +3.

# 3
This record from the Open Molecules 2025 dataset describes 4 unconnected molecules or ions with the total composition C41H86INO14PS in a non-equilibrium geometry. The level of theory is ωB97M-V/def2-TZVPD.

Element x y z (Å)
C: -7.43 8.11 -1.62
C: -6.74 6.63 -1.96
O: -7.70 5.53 -1.77
C: -7.26 4.55 -0.77
C: -7.66 3.07 -1.34
O: -7.52 1.97 -0.38
C: -6.18 1.87 0.20
C: -4.99 1.46 -0.90
C: -3.60 2.05 -0.28
C: -2.22 1.42 -1.00
C: -2.24 1.98 -2.54
C: -1.14 1.34 -3.56
C: -1.98 3.63 -2.58
C: -3.06 4.32 -3.66
P: -0.78 2.16 0.08
C: 0.92 1.88 -0.72
C: -0.81 1.46 1.86
C: -2.39 -0.20 -0.83
S: -0.87 -1.21 -1.20
C: -3.75 -0.66 -1.62
C: -3.86 -2.32 -1.38
C: -3.39 -3.13 -2.76
O: -3.97 -4.36 -2.91
O: -2.47 -2.59 -3.78
C: -3.23 -2.40 -5.04
C: -2.28 -2.25 -6.41
O: -4.56 -2.38 -5.15
N: -5.03 -0.03 -1.11
C: -6.14 -0.35 -2.14
C: -7.36 -1.28 -1.47
C: -8.73 -1.10 -2.41
I: -8.68 -2.43 -4.20
H: -8.55 7.86 -1.33
H: -6.87 8.56 -0.67
H: -7.32 8.77 -2.58
H: -5.78 6.57 -1.30
H: -6.37 6.63 -3.10
H: -7.76 4.74 0.27
H: -6.09 4.54 -0.58
H: -8.82 3.12 -1.61
H: -7.12 2.82 -2.38
H: -6.22 0.96 0.98
H: -5.86 2.80 0.87
H: -5.14 2.02 -1.94
H: -3.58 3.22 -0.22
H: -3.54 1.67 0.85
H: -3.30 1.85 -3.08
H: -0.19 0.88 -3.06
H: -1.67 0.47 -4.16
H: -0.75 2.16 -4.33
H: -2.12 4.15 -1.54
H: -0.91 3.87 -2.99
H: -4.17 4.31 -3.27
H: -2.75 5.46 -3.80
H: -2.94 3.74 -4.68
H: 1.71 2.50 -0.08
H: 1.23 0.77 -0.89
H: 0.90 2.43 -1.78
H: -1.46 0.47 1.97
H: -1.16 2.27 2.66
H: 0.30 1.14 2.13
H: -2.63 -0.37 0.33
H: -1.10 -2.60 -1.10
H: -3.61 -0.44 -2.78
H: -3.24 -2.66 -0.42
H: -4.96 -2.68 -1.18
H: -1.25 -2.78 -6.17
H: -2.85 -2.78 -7.29
H: -2.16 -1.08 -6.56
H: -5.31 -0.59 -0.25
H: -6.68 0.61 -2.55
H: -5.71 -0.99 -3.05
H: -7.66 -0.89 -0.41
H: -7.10 -2.42 -1.52
H: -9.71 -1.41 -1.82
H: -8.88 0.00 -2.79
C: 6.30 4.15 3.19
O: 6.03 2.77 3.38
C: 4.66 2.45 3.63
C: 3.98 1.59 2.56
O: 3.95 2.03 1.21
C: 5.18 2.34 0.57
C: 6.26 1.25 0.42
O: 6.67 0.65 1.64
C: 6.29 -0.71 1.80
H: 6.88 4.52 4.03
H: 6.91 4.26 2.29
H: 5.39 4.75 3.07
H: 4.07 3.35 3.81
H: 4.65 1.87 4.56
H: 2.93 1.48 2.86
H: 4.37 0.57 2.58
H: 5.59 3.24 1.02
H: 4.91 2.66 -0.45
H: 7.14 1.73 -0.01
H: 5.93 0.50 -0.31
H: 5.54 -1.03 1.08
H: 5.90 -0.85 2.81
H: 7.19 -1.34 1.71
C: 9.84 -3.07 0.40
O: 8.96 -2.72 -0.65
C: 9.59 -2.50 -1.92
C: 9.19 -3.50 -3.02
O: 9.37 -4.89 -2.82
C: 8.77 -5.50 -1.68
C: 7.23 -5.44 -1.51
O: 6.68 -4.13 -1.51
C: 5.88 -3.82 -2.64
H: 9.88 -2.25 1.12
H: 9.42 -3.94 0.93
H: 10.85 -3.32 0.06
H: 10.68 -2.48 -1.82
H: 9.27 -1.51 -2.25
H: 9.79 -3.25 -3.90
H: 8.16 -3.32 -3.34
H: 9.27 -5.14 -0.79
H: 9.04 -6.56 -1.73
H: 7.01 -5.87 -0.53
H: 6.75 -6.08 -2.26
H: 5.99 -4.53 -3.46
H: 6.15 -2.82 -3.00
H: 4.83 -3.77 -2.33
C: 2.20 -3.78 5.23
O: 1.35 -3.20 6.21
C: 1.48 -1.78 6.37
C: 0.24 -0.97 5.99
O: -0.32 -1.08 4.69
C: -0.70 -2.37 4.22
C: -1.76 -3.18 5.00
O: -1.46 -3.41 6.37
C: -2.30 -2.73 7.29
H: 2.94 -4.40 5.72
H: 1.59 -4.43 4.59
H: 2.69 -3.04 4.60
H: 2.35 -1.41 5.82
H: 1.67 -1.62 7.43
H: 0.51 0.08 6.10
H: -0.56 -1.11 6.73
H: 0.20 -2.96 4.06
H: -1.10 -2.21 3.21
H: -1.82 -4.17 4.52
H: -2.75 -2.72 4.88
H: -2.90 -1.95 6.83
H: -1.67 -2.28 8.07
H: -2.95 -3.46 7.78

For the lowest unoccupied orbital energy, the calculation gives -2.8 eV. As for the net charge: +1.

# 4
This record from the Open Molecules 2025 dataset describes a single C25H26N2O5S molecule in a non-equilibrium geometry. The level of theory is ωB97M-V/def2-TZVPD.

Element x y z (Å)
C: 7.53 -1.07 0.13
H: 7.87 -0.47 -0.71
H: 7.89 -2.09 0.00
H: 7.95 -0.67 1.05
C: 6.00 -1.07 0.18
N: 5.50 -1.95 1.21
S: 4.20 -2.91 0.86
O: 4.27 -3.26 -0.52
O: 4.14 -3.95 1.84
C: 2.78 -1.84 1.11
C: 2.45 -0.92 0.13
C: 1.39 -0.06 0.33
C: 0.65 -0.10 1.52
C: 1.01 -1.04 2.49
C: 2.06 -1.91 2.29
H: 2.34 -2.65 3.02
H: 0.44 -1.09 3.41
C: -0.46 0.79 1.78
C: -0.90 1.79 1.01
C: -2.07 2.58 1.41
O: -2.70 2.45 2.43
O: -2.38 3.48 0.44
C: -3.55 4.25 0.61
H: -3.31 5.29 0.36
H: -3.88 4.21 1.66
C: -4.72 3.79 -0.27
O: -5.77 4.39 -0.27
N: -4.42 2.69 -1.00
C: -5.22 1.95 -1.87
C: -6.43 2.42 -2.31
C: -7.20 1.68 -3.22
C: -6.76 0.48 -3.69
C: -5.52 -0.05 -3.25
C: -5.06 -1.30 -3.71
C: -3.88 -1.82 -3.28
C: -3.11 -1.12 -2.34
C: -3.52 0.10 -1.88
C: -4.73 0.68 -2.32
H: -2.91 0.60 -1.14
H: -2.18 -1.54 -1.98
H: -3.53 -2.78 -3.64
H: -5.67 -1.84 -4.42
H: -7.34 -0.09 -4.39
H: -8.15 2.08 -3.55
H: -6.79 3.37 -1.96
H: -3.48 2.35 -0.89
H: -0.44 2.08 0.08
H: -1.01 0.61 2.70
H: 1.12 0.64 -0.44
H: 3.01 -0.92 -0.79
C: 5.66 -1.58 2.60
C: 6.55 -2.57 3.34
H: 7.54 -2.60 2.89
H: 6.11 -3.56 3.27
H: 6.65 -2.29 4.38
H: 6.08 -0.57 2.65
H: 4.67 -1.56 3.08
H: 5.63 -0.05 0.33
H: 5.61 -1.47 -0.76

For the energy relative to the best compared isomer or geometry (same formula, charge and spin), the calculation gives 22.1 kcal/mol. For the lowest unoccupied orbital energy, the calculation gives -0.9 eV. Its SMILES is CCN(CC)S(=O)(=O)c1ccc(/C=C/C(=O)OCC(=O)Nc2cccc3ccccc23)cc1.

# 5
This record from the Open Molecules 2025 dataset describes 2 unconnected molecules or ions with the total composition C4H10O4 in a non-equilibrium geometry. The level of theory is ωB97M-V/def2-TZVPD.

Element x y z (Å)
C: -1.64 -0.47 1.21
C: -0.79 0.54 -1.81
O: -0.62 0.35 0.64
H: -2.15 0.10 1.99
H: -1.37 -1.43 1.67
H: -2.37 -0.70 0.44
H: -1.05 -0.28 -2.46
H: -0.46 1.47 -2.26
H: -1.74 0.68 -1.29
C: 1.68 0.84 1.12
C: 0.72 -0.22 0.64
O: 0.84 0.11 -1.38
O: 1.11 -1.17 -1.95
O: 0.89 -1.42 0.85
H: 1.16 -1.70 -1.12
H: 1.80 0.77 2.21
H: 2.64 0.67 0.63
H: 1.34 1.84 0.86

For the energy relative to the best compared isomer or geometry (same formula, charge and spin), the calculation gives 136.2 kcal/mol. For the lowest unoccupied orbital energy, the calculation gives 0.7 eV. Its SMILES is COC(C)=O.COO.

# 6
This record from the Open Molecules 2025 dataset describes a single C5H12O2 molecule. The level of theory is ωB97M-V/def2-TZVPD.

Element x y z (Å)
C: 2.05 0.33 0.61
O: 0.78 -0.24 0.85
C: 0.05 -0.55 -0.35
C: 0.24 -2.00 -0.73
C: -1.41 -0.25 0.00
C: -1.13 2.18 -0.28
O: -1.46 0.93 0.81
H: 2.71 -0.38 0.08
H: 2.49 0.55 1.59
H: 1.97 1.25 0.02
H: 0.35 0.15 -1.14
H: -0.09 -2.65 0.08
H: 1.30 -2.22 -0.94
H: -0.33 -2.24 -1.64
H: -1.87 -1.06 0.57
H: -1.99 -0.04 -0.90
H: -0.79 2.92 0.46
H: -2.20 2.45 -0.42
H: -0.64 0.85 1.34

For the energy relative to the best compared isomer or geometry (same formula, charge and spin), the calculation gives 114.7 kcal/mol. For the lowest unoccupied orbital energy, the calculation gives 0.9 eV.

# 7
This record from the Open Molecules 2025 dataset describes a molecular structure, C6H12N6 in a non-equilibrium geometry. The level of theory is ωB97M-V/def2-TZVPD.

Element x y z (Å)
C: -1.77 1.26 -0.73
C: -2.35 0.11 0.11
C: 0.80 -1.24 -0.15
C: -1.39 -0.85 0.83
C: 2.03 -0.51 -0.37
C: 0.51 0.80 0.80
N: -0.54 1.58 -0.69
N: -3.63 0.05 0.13
N: -0.01 -0.54 0.57
N: 1.77 0.75 0.37
N: 0.56 -2.46 -0.52
N: 2.64 1.79 0.11
H: -2.54 1.79 -1.21
H: -1.59 -0.94 1.88
H: -1.77 -1.74 0.47
H: 2.96 -1.12 -0.32
H: 1.83 -0.25 -1.49
H: 0.28 1.54 1.56
H: -3.97 -0.80 0.47
H: 1.11 -2.94 -1.25
H: -0.28 -2.97 -0.48
H: 3.24 1.66 0.92
H: 2.18 2.74 0.11
H: -0.07 2.29 -1.11

For the energy relative to the best compared isomer or geometry (same formula, charge and spin), the calculation gives 51.3 kcal/mol. For the lowest unoccupied orbital energy, the calculation gives -8.3 eV. As for the net charge: +2.

# 8
This record from the Open Molecules 2025 dataset describes a molecular structure, C30H34NO8STl in a non-equilibrium geometry. The level of theory is ωB97M-V/def2-TZVPD.

Element x y z (Å)
C: 0.16 -0.68 -4.94
C: -0.15 -1.14 -3.52
C: -0.13 0.83 -5.00
C: -1.08 1.13 -3.77
H: -0.67 1.06 -5.93
H: 0.79 1.44 -4.96
C: -1.30 -0.23 -3.02
H: 0.75 -0.98 -2.89
H: -0.38 -2.22 -3.54
C: -1.53 -0.28 -1.50
H: -2.19 -0.68 -3.48
H: -2.06 1.46 -4.16
C: -0.58 2.29 -2.98
C: 1.54 -0.99 -5.45
C: -0.63 -1.41 -6.01
O: -1.30 -0.89 -6.91
O: 2.48 -1.44 -4.73
O: 1.66 -0.86 -6.78
O: -0.46 -2.74 -5.93
C: -0.99 -3.41 -7.09
H: -0.76 -4.47 -6.94
H: -0.48 -3.03 -8.00
H: -2.07 -3.24 -7.19
C: 2.93 -1.27 -7.29
H: 3.74 -0.69 -6.83
H: 2.88 -1.09 -8.35
H: 3.09 -2.33 -7.08
O: -1.12 0.72 -0.78
H: -1.03 -1.13 -1.04
H: -2.60 -0.26 -1.34
C: -1.53 3.26 -2.49
C: 0.80 2.30 -2.56
H: 1.25 2.92 -3.36
H: 1.33 1.33 -2.53
H: 0.99 2.81 -1.61
H: -1.31 3.70 -1.52
H: -2.58 2.91 -2.49
H: -1.41 4.04 -3.27
Tl: -0.61 1.54 0.87
C: -2.33 -0.72 3.66
C: -2.75 -0.53 2.31
C: -2.30 -1.65 1.55
H: -3.33 0.31 1.94
C: -1.57 -2.51 2.42
C: -1.60 -1.94 3.73
H: -1.15 -2.36 4.62
H: -2.53 -0.06 4.49
H: -2.50 -1.83 0.49
H: -1.08 -3.44 2.14
C: 2.27 0.28 3.07
C: 1.98 -0.75 4.00
C: 1.57 -1.90 3.27
H: 2.08 -0.68 5.08
C: 1.59 -1.58 1.88
C: 2.04 -0.23 1.76
H: 2.18 0.31 0.82
H: 2.60 1.29 3.31
H: 1.29 -2.86 3.70
H: 1.32 -2.24 1.06
O: 0.84 4.73 6.67
S: 1.41 3.51 6.13
O: 2.85 3.37 6.08
N: 0.70 3.00 4.76
C: -0.07 1.89 4.83
O: -0.73 1.39 3.91
C: 0.00 1.32 6.22
C: -0.51 0.11 6.71
C: -0.28 -0.23 8.04
C: 0.45 0.63 8.89
C: 0.98 1.82 8.39
C: 0.74 2.12 7.06
H: -1.06 -0.54 6.02
H: -0.68 -1.18 8.44
H: 0.59 0.36 9.93
H: 1.55 2.51 9.00

For the energy relative to the best compared isomer or geometry (same formula, charge and spin), the calculation gives 2.3 kcal/mol. For the lowest unoccupied orbital energy (alpha / beta), the calculation gives 3.4 / 3.4 eV. As for the net charge: -2.